No. 1
The following is a quantum chemistry calculation of C16H29BCl2O4Pb as an isolated structure in a non-equilibrium geometry, from the Open Molecules 2025 dataset.

Summary:
Energy above the lowest of the compared OMol25 structures with the same formula, charge and spin (eV): 0.000
Max |F| (Eh/bohr): 0.079
Lowest unoccupied orbital energy (alpha / beta) (eV): 4.04 / 4.05
HOMO (alpha / beta) (eV): 0.104 / 1.320

The geometry in ORCA input format:
```
! RIJCOSX wB97M-V def2-TZVPD def2/J DEFGRID3
* xyz -2 1
Pb 2.976 -1.247 0.775
Cl 2.626 0.904 -0.432
Cl 3.749 -2.487 -1.299
O -1.016 1.567 2.776
O -0.006 -0.469 2.433
O -0.293 -1.710 -0.801
O -0.862 0.685 0.557
C 0.341 -1.354 -3.509
C -2.155 1.403 -3.459
C 0.850 2.329 -3.787
C 1.204 -0.231 -3.666
C -2.223 0.437 4.539
C 1.649 0.355 4.004
C 0.228 -0.180 3.840
C -1.017 -0.904 -3.409
C -2.183 -1.739 -3.221
C 0.371 0.925 -3.640
C 0.043 -1.422 4.668
C -0.882 1.014 4.112
C -0.465 2.083 5.079
C -1.011 0.535 -3.492
C 0.749 -2.779 -3.454
C 2.622 -0.222 -3.831
B -0.656 0.620 1.886
H 0.183 -1.188 5.727
H -2.526 1.641 -4.482
H -2.977 1.227 4.474
H -3.045 -1.158 -2.881
H -2.474 -2.245 -4.166
H -1.213 2.875 5.072
H 0.776 -3.209 -4.465
H 2.359 -0.425 3.669
H 3.119 0.501 -3.159
H -1.982 -2.527 -2.470
H 1.825 1.258 3.406
H 1.866 0.567 5.052
H -2.188 0.090 5.581
H 0.077 -3.351 -2.840
H -1.240 1.474 0.251
H -0.412 1.675 6.090
H 1.715 2.505 -3.132
H 0.505 2.516 4.825
H -0.402 -0.774 -0.306
H 2.926 0.044 -4.868
H -2.994 0.947 -2.914
H -2.547 -0.404 3.900
H 0.068 3.037 -3.538
H 1.765 -2.859 -3.017
H 1.175 2.522 -4.820
H 0.795 -2.155 4.384
H 3.074 -1.213 -3.593
H -1.922 2.373 -2.979
H -0.948 -1.860 4.532
*
```

***

No. 2
The following is a quantum chemistry calculation of C16H29BrN5O2S5Sc as an isolated structure in a non-equilibrium geometry, from the Open Molecules 2025 dataset.

Summary:
Energy above the lowest of the compared OMol25 structures with the same formula, charge and spin (eV): 0.000
Max |F| (Eh/bohr): 0.020
Lowest unoccupied orbital energy (alpha / beta) (eV): -7.55 / -7.43
HOMO (alpha / beta) (eV): -13.405 / -13.401

The geometry in ORCA input format:
```
! RIJCOSX wB97M-V def2-TZVPD def2/J DEFGRID3
* xyz 2 1
Br 1.951 -2.422 0.825
Sc -0.404 0.428 0.233
S 0.258 3.010 1.668
S -2.699 1.185 1.869
S -1.282 4.125 1.512
S -3.033 3.057 1.666
S 1.980 0.447 -0.900
O -1.026 1.927 -0.676
O -1.351 0.679 -1.374
N -2.883 -3.833 -1.150
N 0.530 -0.571 2.347
N 3.007 2.890 -0.623
N -1.654 -1.824 -0.217
N 1.426 2.657 -2.292
C 0.737 1.804 -3.261
C -3.067 -1.475 -0.491
C 2.138 2.129 -1.300
C -2.252 -4.207 0.159
C -1.820 -3.416 -2.125
C 1.462 -1.519 2.412
C 0.774 -0.309 4.727
C 0.198 0.012 3.517
C 0.975 4.047 -2.281
C -3.862 -2.715 -0.941
C 3.682 4.033 -1.243
C 3.624 2.425 0.613
C -1.631 -2.930 0.756
C 2.106 -1.915 3.575
C -1.033 -2.256 -1.488
C 1.755 -1.291 4.757
H 3.346 4.983 -0.828
H -4.574 -3.063 -0.194
H 0.460 0.204 5.624
H -0.006 -2.555 -1.285
H 4.403 1.688 0.411
H 4.751 3.928 -1.062
H -2.182 -2.612 1.641
H -1.204 -4.294 -2.315
H -2.326 -3.134 -3.047
H 1.455 4.647 -3.054
H -0.205 1.439 -2.846
H 4.060 3.289 1.108
H 2.236 -1.569 5.684
H -0.101 4.035 -2.453
H -1.010 -1.398 -2.160
H 1.375 0.968 -3.535
H -3.033 -4.635 0.785
H 1.162 4.489 -1.305
H 3.517 4.022 -2.317
H -0.561 0.779 3.460
H 2.888 1.966 1.271
H -4.387 -2.562 -1.883
H -3.070 -0.692 -1.247
H -3.377 -4.642 -1.526
H 2.856 -2.690 3.540
H -0.603 -3.127 1.048
H -1.512 -4.977 -0.058
H 0.550 2.409 -4.146
H -3.515 -1.068 0.415
*
```